{"formula": "C37H31CrN11O", "method": "ωB97M-V/def2-TZVPD", "relative_energy_ev": 0.000, "gap_ev": [6.882, 6.439], "lumo_ev": [-8.90, -9.34], "multiplicity": 4, "energy_ha": -3149.8709, "homo_energy_ev": [-15.79, -15.78], "s2": 3.779, "charge": 3, "species": ["Cr", "C", "C", "N", "C", "C", "N", "C", "C", "C", "C", "C", "N", "C", "C", "N", "C", "C", "N", "C", "C", "C", "N", "C", "C", "H", "H", "H", "H", "H", "H", "H", "H", "H", "H", "H", "H", "C", "C", "C", "C", "N", "C", "C", "C", "C", "C", "C", "N", "H", "H", "H", "H", "H", "H", "H", "H", "N", "C", "O", "C", "C", "C", "N", "C", "C", "H", "H", "H", "H", "H", "H", "C", "C", "C", "N", "H", "H", "H", "H", "H"], "coordinates": [[0.934, 0.142, -0.578], [3.098, -3.400, -1.933], [2.732, -2.077, -1.749], [1.667, -1.761, -1.009], [0.959, -2.753, -0.452], [1.367, -4.073, -0.630], [2.419, -4.390, -1.367], [-0.198, -2.351, 0.376], [-1.161, -3.267, 0.723], [-2.211, -2.889, 1.564], [-2.172, -1.586, 2.044], [-1.180, -0.696, 1.659], [-0.213, -1.051, 0.777], [-1.144, 0.642, 2.301], [-2.283, 1.239, 2.829], [-2.234, 2.411, 3.451], [-1.049, 2.989, 3.571], [0.096, 2.396, 3.032], [0.047, 1.240, 2.391], [-3.272, -3.835, 1.952], [-3.899, -3.742, 3.190], [-4.891, -4.663, 3.503], [-5.277, -5.622, 2.671], [-4.679, -5.711, 1.489], [-3.669, -4.849, 1.086], [3.956, -3.661, -2.539], [3.293, -1.273, -2.200], [0.847, -4.893, -0.152], [-1.094, -4.287, 0.375], [-2.921, -1.268, 2.752], [-3.268, 0.798, 2.735], [-1.006, 3.942, 4.080], [1.064, 2.875, 3.126], [-3.608, -3.005, 3.926], [-5.389, -4.626, 4.464], [-5.020, -6.503, 0.834], [-3.235, -4.961, 0.100], [2.789, 1.854, -4.104], [4.068, 2.137, -3.651], [4.404, 1.838, -2.339], [3.458, 1.259, -1.513], [2.215, 0.977, -1.963], [1.892, 1.276, -3.229], [3.700, 0.897, -0.098], [4.916, 1.048, 0.538], [5.047, 0.633, 1.858], [3.957, 0.071, 2.500], [2.764, -0.039, 1.811], [2.631, 0.375, 0.545], [2.487, 2.078, -5.117], [4.798, 2.590, -4.309], [5.395, 2.061, -1.971], [0.882, 1.046, -3.535], [5.762, 1.474, 0.020], [5.993, 0.742, 2.370], [4.022, -0.279, 3.520], [1.881, -0.451, 2.274], [-1.907, 6.766, 0.290], [-1.448, 5.762, 1.046], [-1.391, 5.742, 2.257], [-0.929, 4.516, 0.359], [0.439, 4.353, 0.163], [0.918, 3.115, -0.196], [0.121, 2.049, -0.389], [-1.204, 2.231, -0.264], [-1.763, 3.434, 0.108], [-2.253, 7.596, 0.749], [-1.934, 6.724, -0.713], [1.127, 5.170, 0.334], [1.982, 2.965, -0.310], [-1.830, 1.368, -0.447], [-2.835, 3.515, 0.234], [-1.886, -2.063, -4.675], [-2.405, -0.998, -3.698], [-1.387, -0.592, -2.739], [-0.573, -0.285, -1.989], [-2.694, -2.337, -5.350], [-1.564, -2.960, -4.150], [-1.060, -1.681, -5.272], [-3.260, -1.362, -3.124], [-2.732, -0.098, -4.226]]}